(1)
Here is a cluster of 2 separate species, CHBr2Cl2P in total from the Open Molecules 2025 dataset. Energies are from ωB97M-V/def2-TZVPD.

Cartesian coordinates (Å):
C 0.762 0.690 -0.326
P 0.351 0.054 -1.906
Cl -1.264 1.033 -2.343
Cl -0.785 -2.153 1.198
Br -0.328 1.901 0.688
Br 2.408 0.102 0.376
H -1.143 -1.627 2.313

Its orbital gap is 8.2 eV. Its SMILES is ClP=C(Br)Br.Cl. The charge is 0. As for the HOMO energy: -0.324 Ha. For the LUMO energy, the calculation gives -0.60 eV.

(2)
Here is a structure of composition C61H63BF4Ge2N3OS4Ti from the Open Molecules 2025 dataset. Energies are from ωB97M-V/def2-TZVPD.

Cartesian coordinates (Å):
Ti -0.403 -0.087 -0.791
C 2.845 -2.523 -4.326
C 1.400 -2.872 -4.129
C 1.005 -3.777 -3.152
C -0.327 -4.122 -2.974
C -0.701 -5.162 -1.957
C -1.296 -3.522 -3.786
C -0.918 -2.633 -4.798
C -1.917 -2.042 -5.754
C 0.426 -2.314 -4.943
C -2.730 -3.883 -3.618
C -3.218 -5.031 -4.229
C -4.547 -5.400 -4.089
C -5.403 -4.623 -3.330
C -4.944 -3.465 -2.709
C -3.611 -3.094 -2.873
Ge -2.923 -1.597 -1.852
S -1.424 -2.162 -0.344
S -4.261 -0.031 -0.973
Ge -2.851 1.547 -1.744
S -1.166 2.098 -0.445
S -1.616 -0.033 -2.918
C -3.677 3.047 -2.664
C -3.410 3.404 -3.983
C -4.046 4.528 -4.504
C -4.890 5.298 -3.725
C -5.110 4.961 -2.398
C -4.507 3.834 -1.857
C -4.695 3.477 -0.422
C -3.743 3.869 0.526
C -2.619 4.798 0.169
C -3.887 3.434 1.840
C -4.971 2.664 2.234
C -5.119 2.209 3.656
C -5.945 2.355 1.291
C -5.832 2.758 -0.029
C -6.931 2.475 -1.012
C -2.453 2.674 -4.858
C -1.076 2.869 -4.730
C -0.465 3.756 -3.681
C -0.223 2.248 -5.640
C -0.705 1.488 -6.690
C 0.217 0.881 -7.706
C -2.081 1.313 -6.798
C -2.960 1.876 -5.889
C -4.436 1.638 -6.035
C -5.894 -2.691 -1.867
C -6.719 -1.734 -2.453
C -6.554 -1.361 -3.897
C -7.679 -1.108 -1.672
C -7.818 -1.393 -0.322
C -8.886 -0.740 0.504
C -6.956 -2.321 0.250
C -6.001 -2.985 -0.505
C -5.107 -4.009 0.135
H 3.458 -2.889 -3.505
H 2.981 -1.446 -4.401
H 3.221 -2.965 -5.251
H 1.754 -4.229 -2.516
H 0.061 -5.239 -1.184
H -0.794 -6.140 -2.431
H -1.657 -4.945 -1.479
H -2.945 -2.178 -5.425
H -1.822 -2.511 -6.734
H -1.736 -0.974 -5.881
H 0.718 -1.617 -5.715
H -2.542 -5.636 -4.815
H -4.911 -6.298 -4.566
H -6.438 -4.908 -3.206
H -3.848 4.806 -5.529
H -5.361 6.173 -4.146
H -5.745 5.572 -1.773
H -2.196 4.583 -0.811
H -1.823 4.744 0.907
H -2.984 5.826 0.139
H -3.137 3.712 2.569
H -4.209 2.392 4.224
H -5.356 1.147 3.705
H -5.932 2.743 4.148
H -6.813 1.784 1.592
H -7.666 1.805 -0.576
H -6.552 2.018 -1.926
H -7.433 3.400 -1.297
H -1.212 4.249 -3.062
H 0.138 4.531 -4.155
H 0.196 3.184 -3.026
H 0.844 2.395 -5.536
H 1.254 0.947 -7.387
H 0.126 1.396 -8.662
H -0.026 -0.166 -7.880
H -2.477 0.713 -7.607
H -4.620 0.681 -6.520
H -4.901 2.412 -6.647
H -4.946 1.641 -5.071
H -6.539 -2.237 -4.543
H -5.607 -0.833 -4.050
H -7.357 -0.705 -4.223
H -8.336 -0.382 -2.132
H -9.444 -0.008 -0.075
H -8.460 -0.237 1.373
H -9.591 -1.483 0.875
H -7.046 -2.551 1.303
H -5.314 -4.088 1.198
H -4.050 -3.755 0.017
H -5.247 -4.992 -0.315
C -1.558 5.701 4.194
C -0.728 4.546 4.669
C 0.341 4.067 3.923
C 1.123 3.009 4.363
C 0.825 2.387 5.567
N 1.527 1.259 6.058
C 2.287 0.337 5.383
O 3.192 -0.262 5.901
N 1.964 0.106 4.034
C 0.717 0.043 3.436
C -0.496 0.175 4.108
C -1.669 0.179 3.377
C -1.629 0.062 2.005
N -0.464 -0.092 1.357
C 0.672 -0.125 2.050
C -0.232 2.868 6.336
C -0.990 3.935 5.892
H -1.319 5.961 3.164
H -1.383 6.584 4.808
H -2.623 5.472 4.250
H 0.584 4.535 2.978
H 1.959 2.680 3.767
H 1.714 1.246 7.054
H 2.722 -0.365 3.550
H -0.528 0.265 5.180
H -2.622 0.283 3.871
H -2.532 0.083 1.401
H 1.593 -0.252 1.489
H -0.468 2.391 7.277
H -1.807 4.293 6.505
F 1.217 0.816 -2.479
B 2.063 0.378 -1.473
F 3.328 0.165 -1.763
F 1.767 1.116 -0.324
F 1.342 -0.947 -1.083

Its orbital gap is 6.6 eV. The charge is +1. As for the HOMO energy: -0.394 Ha. For the LUMO energy, the calculation gives -4.15 eV.

(3)
Here is the molecule C3HNO2 from the Open Molecules 2025 dataset. Energies are from ωB97M-V/def2-TZVPD.

Cartesian coordinates (Å):
O 1.657 -0.600 0.585
C 0.526 -0.403 0.935
C -0.573 -0.002 -0.050
O -1.733 -0.183 0.215
C -0.150 0.596 -1.329
N 0.118 1.118 -2.325
H 0.155 -0.527 1.968

Its orbital gap is 9.4 eV. Its SMILES is N#CC(=O)C=O. The charge is 0. As for the HOMO energy: -0.412 Ha. For the LUMO energy, the calculation gives -1.84 eV.

(4)
Here is a cluster of 5 separate species, C30H41BF32N3O9PSi in total from the Open Molecules 2025 dataset. Energies are from ωB97M-V/def2-TZVPD.

Cartesian coordinates (Å):
C 2.946 -4.534 0.021
C 3.792 -3.410 -0.860
B 3.011 -1.961 -0.953
O 2.588 -1.321 0.325
Si 2.644 -1.008 -2.629
C 1.193 0.249 -2.481
C -0.276 -0.322 -2.930
C -0.952 -0.984 -1.558
C -2.183 -2.023 -1.870
N -3.511 -1.297 -2.136
C -4.697 -2.217 -1.795
N -5.959 -1.722 -1.448
N -4.600 -3.754 -1.842
C 2.531 -2.221 -4.117
C 1.303 -3.465 -3.750
C 1.158 -4.689 -4.961
O 1.851 -4.893 -3.477
P 4.478 0.226 -2.991
O 4.836 0.056 -4.524
O 4.055 1.913 -2.734
O 5.787 -0.166 -1.907
H 2.164 -5.112 -0.642
H 2.386 -4.059 0.951
H 3.756 -5.346 0.350
H 4.806 -3.233 -0.259
H 4.113 -3.854 -1.899
H 3.453 -1.207 0.856
H 1.103 0.520 -1.322
H 1.450 1.279 -3.017
H -0.262 -1.064 -3.841
H -0.904 0.623 -3.299
H -0.090 -1.537 -0.949
H -1.306 -0.055 -0.898
H -2.366 -2.630 -0.859
H -1.939 -2.829 -2.697
H -3.582 -0.417 -1.578
H -5.901 -0.661 -1.475
H -5.538 -4.179 -2.047
H -4.299 -3.997 -0.855
H 2.209 -1.746 -5.136
H 3.505 -2.867 -4.153
H 0.251 -3.077 -3.182
H 1.900 -5.531 -5.220
H 1.734 -3.920 -5.673
H 3.880 2.021 -1.737
H 5.581 0.375 -1.070
C -0.137 -7.314 1.765
C -0.221 -5.925 2.418
C -1.499 -5.653 3.208
F -2.614 -5.776 2.461
F -1.502 -4.381 3.690
F -0.008 -4.977 1.468
F 0.838 -5.819 3.285
O -0.545 -7.410 0.398
C -1.953 -7.507 0.191
C -2.552 -6.258 -0.470
F -2.243 -5.123 0.206
F -3.909 -6.327 -0.509
F -2.549 -7.829 1.364
F -2.136 -8.583 -0.623
H 0.931 -7.578 1.750
H -0.598 -8.091 2.385
H -1.581 -6.327 4.063
H -2.183 -6.146 -1.493
C -6.965 3.710 -2.955
C -7.492 5.041 -2.393
C -6.465 5.879 -1.635
F -5.924 5.227 -0.588
F -7.045 7.001 -1.127
F -8.594 4.794 -1.637
F -7.937 5.783 -3.458
O -7.172 2.544 -2.154
C -6.230 2.358 -1.100
C -6.843 2.543 0.295
F -7.476 3.737 0.422
F -5.886 2.509 1.260
F -5.157 3.154 -1.322
F -5.774 1.081 -1.229
H -7.543 3.518 -3.871
H -5.928 3.790 -3.302
H -5.658 6.200 -2.296
H -7.573 1.756 0.505
C 9.562 1.650 2.558
C 10.651 2.532 1.926
C 10.218 3.955 1.582
F 9.174 3.996 0.732
F 11.232 4.629 0.973
F 11.166 1.890 0.845
F 11.682 2.613 2.829
O 8.824 0.802 1.673
C 7.761 1.439 0.969
C 8.028 1.566 -0.537
F 9.210 2.177 -0.798
F 7.065 2.311 -1.144
F 7.486 2.624 1.565
F 6.662 0.662 1.172
H 10.087 0.954 3.229
H 8.903 2.220 3.223
H 9.951 4.511 2.483
H 8.051 0.581 -1.011
C -4.030 6.464 4.105
C -2.983 6.278 2.996
C -2.967 4.900 2.339
F -2.753 3.901 3.218
F -1.967 4.819 1.420
F -1.759 6.614 3.484
F -3.255 7.205 2.021
O -3.592 6.252 5.450
C -3.542 4.889 5.863
C -2.111 4.378 6.080
F -1.324 4.579 4.993
F -2.099 3.040 6.322
F -4.250 4.137 4.987
F -4.228 4.830 7.038
H -4.317 7.526 4.076
H -4.961 5.927 3.889
H -3.906 4.705 1.818
H -1.642 4.885 6.928

Its orbital gap is 8.1 eV. Its SMILES is [H]/N=C(/N)NCCCC[Si@](C[C@H]1CO1)(B(O)CC)P(=O)(O)O.FC(F)C(F)(F)COC(F)(F)C(F)F.FC(F)C(F)(F)COC(F)(F)C(F)F.FC(F)C(F)(F)COC(F)(F)C(F)F.FC(F)C(F)(F)COC(F)(F)C(F)F. The charge is 0. As for the HOMO energy: -0.321 Ha. For the LUMO energy, the calculation gives -0.67 eV.

(5)
Here is a cluster of 2 separate species, C3H8N3O in total from the Open Molecules 2025 dataset. Energies are from ωB97M-V/def2-TZVPD.

Cartesian coordinates (Å):
C -0.776 0.176 -0.796
C -1.708 -0.444 -0.284
C -0.012 1.512 -0.314
N 1.647 -0.997 -0.039
N -2.535 -0.926 0.571
N 1.435 0.364 0.469
O -0.460 2.255 0.516
H -0.395 -0.022 -1.850
H 0.742 1.697 -1.167
H 2.285 -1.413 0.566
H -3.511 -0.908 0.332
H -2.256 -1.531 1.271
H 2.203 0.949 0.331
H 1.350 0.312 1.441
H 1.991 -1.024 -1.049

Its orbital gap (spin up / spin down) is 7.3 / 6.3 eV. The spin multiplicity is 3. The charge is +1. As for the HOMO energy (spin up / spin down): -0.391 / -0.527 Ha. For the LUMO energy (spin up / spin down), the calculation gives -3.30 / -8.04 eV.

(6)
Here is a structure of composition C24H46Br2F6O20Si2 from the Open Molecules 2025 dataset. Energies are from ωB97M-V/def2-TZVPD.

Cartesian coordinates (Å):
F 10.102 0.381 -0.649
C 9.039 -0.357 -0.991
F 8.267 0.358 -1.840
F 9.461 -1.426 -1.705
O 8.386 -0.712 0.114
C 7.192 -1.524 -0.067
Si 5.674 -0.492 0.394
O 4.444 -0.837 -0.647
Si 3.843 0.355 -1.650
C 2.332 -0.347 -2.495
C 0.996 -0.163 -1.777
C 0.314 1.186 -1.961
F 1.160 2.181 -1.606
Br -0.096 1.466 -3.836
C -0.948 1.312 -1.009
F -0.792 2.391 -0.244
F -0.955 0.250 -0.175
Br -2.678 1.376 -1.812
H 7.321 -2.388 0.585
H 7.128 -1.888 -1.095
H 6.023 0.940 0.268
H 5.263 -0.765 1.784
H 3.536 1.520 -0.800
H 4.875 0.720 -2.643
H 2.281 0.020 -3.524
H 2.518 -1.423 -2.572
H 0.269 -0.909 -2.104
H 1.125 -0.308 -0.702
C 2.829 -2.645 3.757
O 1.670 -2.184 3.048
C 1.281 -0.952 3.382
O 1.812 -0.246 4.199
O 0.220 -0.632 2.643
C -0.283 0.694 2.869
H 3.013 -3.646 3.380
H 3.680 -1.996 3.560
H 2.637 -2.666 4.827
H 0.488 1.429 2.649
H -0.617 0.819 3.897
H -1.120 0.803 2.186
C -7.224 0.511 1.530
O -6.432 -0.606 1.104
C -5.188 -0.610 1.591
O -4.718 0.231 2.314
O -4.561 -1.693 1.140
C -3.201 -1.811 1.577
H -8.193 0.371 1.061
H -7.319 0.518 2.614
H -6.769 1.447 1.208
H -3.142 -1.875 2.661
H -2.619 -0.957 1.236
H -2.828 -2.723 1.122
C 3.192 -4.304 -1.024
O 4.365 -5.103 -1.210
C 5.015 -4.847 -2.346
O 4.697 -4.026 -3.169
O 6.083 -5.639 -2.409
C 6.883 -5.461 -3.586
H 2.780 -4.595 -0.063
H 3.456 -3.248 -1.012
H 2.464 -4.493 -1.812
H 7.261 -4.441 -3.639
H 6.297 -5.670 -4.479
H 7.699 -6.169 -3.484
C -7.340 3.700 -5.793
O -7.887 2.906 -4.726
C -6.969 2.309 -3.970
O -5.775 2.386 -4.118
O -7.587 1.618 -3.016
C -6.699 0.939 -2.119
H -8.202 4.102 -6.316
H -6.724 4.501 -5.390
H -6.739 3.081 -6.455
H -6.054 1.655 -1.612
H -6.088 0.216 -2.656
H -7.339 0.433 -1.404
C -11.528 6.712 0.619
O -11.129 5.380 0.273
C -10.810 5.220 -1.013
O -10.834 6.085 -1.852
O -10.455 3.954 -1.204
C -10.075 3.641 -2.554
H -11.751 6.675 1.681
H -10.723 7.416 0.418
H -12.408 7.006 0.051
H -9.228 4.253 -2.856
H -10.910 3.825 -3.229
H -9.808 2.589 -2.554
C 6.954 -1.757 7.215
O 7.948 -1.096 6.422
C 7.850 -1.326 5.114
O 7.021 -2.024 4.583
O 8.811 -0.648 4.490
C 8.803 -0.811 3.066
H 7.173 -1.470 8.239
H 5.957 -1.429 6.927
H 7.025 -2.836 7.093
H 7.849 -0.478 2.663
H 8.965 -1.855 2.805
H 9.608 -0.191 2.686

Its orbital gap is 10.9 eV. The charge is 0. As for the HOMO energy: -0.384 Ha. For the LUMO energy, the calculation gives 0.42 eV.

(7)
Here is the molecule C4H7NOS2 from the Open Molecules 2025 dataset. Energies are from ωB97M-V/def2-TZVPD.

Cartesian coordinates (Å):
C 1.584 -0.237 0.128
C 1.459 -0.597 -1.175
C 0.086 1.632 -1.473
C -1.401 -0.474 1.498
N 1.003 0.928 0.601
O -1.091 -0.598 -1.747
S -0.209 0.881 1.702
S 0.108 0.066 -2.320
H 2.127 -0.754 0.906
H 2.231 -1.228 -1.791
H -0.769 2.217 -1.273
H 0.941 2.196 -1.637
H -2.189 -0.342 2.339
H -1.003 -1.463 1.803
H -1.694 -0.599 0.436

Its orbital gap (spin up / spin down) is 7.5 / 7.9 eV. Its SMILES is C=S(=O)=C/C=N/SC. The charge is 0. As for the HOMO energy (spin up / spin down): -0.302 / -0.305 Ha. For the LUMO energy (spin up / spin down), the calculation gives -0.74 / -0.43 eV.

(8)
Here is a structure of composition C32H41AsN3PV from the Open Molecules 2025 dataset. Energies are from ωB97M-V/def2-TZVPD.

Cartesian coordinates (Å):
V -0.404 0.360 0.903
C 0.405 -0.399 5.449
C 0.266 -1.461 4.558
C 0.043 -1.183 3.229
N -0.034 0.081 2.761
C 0.105 1.105 3.625
C 0.323 0.905 4.972
H 0.577 -0.583 6.502
H 0.327 -2.485 4.896
H -0.067 -1.986 2.508
H 0.043 2.106 3.213
H 0.420 1.750 5.639
C 5.685 -1.751 0.935
C 5.231 -1.996 -0.355
C 3.981 -1.543 -0.751
C 3.196 -0.851 0.163
C 3.635 -0.621 1.464
C 4.887 -1.074 1.847
As 1.613 0.081 -0.467
C 1.316 -0.467 -2.293
C 0.781 -1.657 -2.760
C 0.691 -1.872 -4.128
C 1.130 -0.898 -5.015
C 1.680 0.287 -4.546
C 1.782 0.518 -3.179
C 2.425 1.690 -2.555
C 3.056 2.732 -3.225
C 3.734 3.709 -2.508
C 3.803 3.657 -1.121
C 3.158 2.636 -0.436
C 2.463 1.679 -1.155
H 6.667 -2.094 1.233
H 5.848 -2.539 -1.058
H 3.625 -1.735 -1.755
H 2.999 -0.096 2.172
H 5.239 -0.898 2.854
H 0.479 -2.438 -2.076
H 0.291 -2.806 -4.502
H 1.058 -1.070 -6.080
H 2.046 1.023 -5.249
H 3.048 2.775 -4.306
H 4.231 4.508 -3.041
H 4.366 4.404 -0.577
H 3.218 2.587 0.646
C 0.020 4.017 0.284
P -1.048 2.553 0.164
C -1.367 2.385 -1.625
C -2.649 3.066 0.899
H -0.556 4.885 -0.040
H 0.888 3.898 -0.361
H 0.353 4.184 1.309
H -1.614 3.364 -2.038
H -2.199 1.705 -1.805
H -0.484 1.993 -2.135
H -3.419 3.090 0.127
H -2.561 4.068 1.318
H -2.965 2.390 1.694
C -5.127 -0.261 0.888
C -4.648 -0.920 -0.410
N -3.637 -1.979 -0.229
C -4.109 -3.377 -0.310
C -4.580 -3.898 1.045
C -2.383 -1.691 0.021
C -1.376 -2.796 0.137
N -1.938 -0.424 0.140
H -5.661 0.658 0.649
H -4.310 -0.021 1.570
H -5.816 -0.909 1.427
H -4.248 -0.181 -1.112
H -5.501 -1.376 -0.904
H -3.323 -4.007 -0.720
H -4.936 -3.405 -1.014
H -3.775 -3.922 1.780
H -4.962 -4.912 0.928
H -5.389 -3.282 1.436
H -1.336 -3.344 -0.804
H -1.643 -3.506 0.920
H -0.384 -2.387 0.332
H -2.685 0.254 0.006

Its orbital gap (spin up / spin down) is 6.0 / 6.5 eV. The spin multiplicity is 3. The charge is +3. As for the HOMO energy (spin up / spin down): -0.582 / -0.582 Ha. For the LUMO energy (spin up / spin down), the calculation gives -9.81 / -9.37 eV.

(9)
Here is a structure of composition C3H5AgLiO3 from the Open Molecules 2025 dataset. Energies are from ωB97M-V/def2-TZVPD.

Cartesian coordinates (Å):
O -1.518 -1.902 1.192
C -0.881 -0.691 0.846
C 0.381 -1.033 0.076
O 1.462 2.110 -0.292
H -2.337 -1.714 1.656
H -0.609 -0.112 1.744
H -1.531 -0.070 0.204
H 0.138 -1.293 -0.966
H 0.865 -1.913 0.521
O 1.369 0.016 0.119
C 1.190 0.994 -0.798
Ag 1.527 4.329 -1.772
Li -0.056 1.279 -2.531

Its orbital gap (spin up / spin down) is 5.5 / 6.9 eV. The spin multiplicity is 2. The charge is 0. As for the HOMO energy (spin up / spin down): -0.232 / -0.295 Ha. For the LUMO energy (spin up / spin down), the calculation gives -0.85 / -1.10 eV.

One value per record, in order, for largest force on an atom: 3.67 0.69 1.14 6.23 5.89 0.58 3.56 2.18 2.40 eV/Å.